[1]
Here is a structure of composition C4H12N3O3 at a distorted geometry from the OMol25 dataset. Energies are from ωB97M-V/def2-TZVPD.

Molecular weight   150.16 g mol⁻¹
Relative energy (zero: lowest compared OMol25 entry of this formula, charge and spin)   459.48 kJ/mol
Strongest force on any atom   4.6 eV Å⁻¹
Frontier orbital gap   0.4288 hartree
HOMO level   -14.4928 eV

```
! RIJCOSX wB97M-V def2-TZVPD def2/J DEFGRID3
* xyz 1 1
C 1.81025 0.21866 0.51178
C 0.98322 0.84949 -1.83638
C -1.85809 1.62737 1.16068
C -1.62966 -1.93201 0.23013
N 3.12138 0.14791 0.36747
N 0.87716 0.50881 -0.40045
N -0.40637 0.03751 0.04159
O 1.27799 -0.06945 1.65384
O -1.36398 1.02169 -0.08133
O -0.82010 -1.18663 -0.57498
H 0.36729 1.75000 -1.91036
H 1.92729 1.13848 -2.12787
H 0.75379 -0.02640 -2.47540
H -2.86694 2.03395 0.90439
H -1.16452 2.30526 1.50198
H -2.00027 0.72498 1.80106
H -1.85182 -2.87237 -0.38430
H -2.59580 -1.43908 0.34026
H -1.14498 -2.07223 1.19037
H 3.47306 0.28408 -0.62864
H 3.60747 -0.23558 1.15057
H 0.20815 -0.24264 1.22151
*
```

=====

[2]
Here is a structure of composition C4H10I2NP at a distorted geometry from the OMol25 dataset. Energies are from ωB97M-V/def2-TZVPD.

Molecular weight   356.91 g mol⁻¹
Relative energy (zero: lowest compared OMol25 entry of this formula, charge and spin)   221.55 kJ/mol
Strongest force on any atom   3.1 eV Å⁻¹
Frontier orbital gap (spin up / spin down)   0.2663 / 0.2664 hartree
HOMO level (spin up / spin down)   -7.6487 / -7.6495 eV

```
! RIJCOSX wB97M-V def2-TZVPD def2/J DEFGRID3
* xyz 0 1
C 0.34715 -2.23864 -1.72444
C 0.66505 -0.25794 1.96217
C -1.82916 2.14449 0.76954
C 0.61631 0.91229 -0.93814
N 0.81541 -1.97947 -0.28041
P 0.30353 -0.58991 0.20225
I -2.27723 0.16313 0.16114
I 2.36652 1.76736 0.09669
H 0.23764 -1.25983 -2.33687
H -0.67495 -2.59117 -1.67616
H 1.27003 -2.83608 -2.12351
H 0.03069 -0.85076 2.68534
H 1.74267 -0.59419 2.04874
H 0.66228 0.85457 1.99237
H -2.50352 2.75405 0.17034
H -2.36394 2.20525 1.71247
H -0.25003 1.56795 -0.75249
H 0.84154 0.82890 -1.96903
*
```

=====

[3]
Here is a structure of composition C3H18O6 at a distorted geometry from the OMol25 dataset. Energies are from ωB97M-V/def2-TZVPD.

Molecular weight   150.17 g mol⁻¹
Relative energy (zero: lowest compared OMol25 entry of this formula, charge and spin)   1201.80 kJ/mol
Strongest force on any atom   9.1 eV Å⁻¹
Frontier orbital gap   0.3043 hartree
HOMO level   -8.4220 eV

```
! RIJCOSX wB97M-V def2-TZVPD def2/J DEFGRID3
* xyz 0 1
C 0.01330 2.88276 -0.94898
O 1.27119 2.79353 -1.47072
H -0.47375 3.75753 -1.37985
H -0.59767 1.98405 -1.03346
H 0.03008 3.08951 0.12110
H 1.81914 2.01909 -1.32370
O 0.39500 0.12321 -2.09284
H -0.55258 -0.01187 -2.10097
H 0.55740 0.63698 -1.30171
O 1.11836 -0.92806 1.21882
H 0.53317 -1.66523 1.04450
H 1.45160 -1.08970 2.10146
O -0.57540 1.96741 1.17505
H -0.25654 2.25348 2.03103
H -1.15515 1.23080 1.36882
O -0.09137 0.46242 -0.25089
H 0.57995 -0.14965 0.05066
H -0.07639 1.17108 0.39238
C -0.12152 -1.96097 -0.64971
C -0.87440 -2.35296 0.64917
O 0.03486 -2.59420 1.59354
H 0.14128 -0.90312 -0.65035
H -0.70595 -2.24556 -1.52467
H 0.84864 -2.45784 -0.64951
H -1.17177 -3.38256 0.45014
H -1.81062 -1.80085 0.73125
H -0.33088 -2.82927 2.44945
*
```

=====

[4]
Here is a structure of composition C26H15MnN10O7SSe at a distorted geometry from the OMol25 dataset. Energies are from ωB97M-V/def2-TZVPD.

Molecular weight   745.43 g mol⁻¹
Relative energy (zero: lowest compared OMol25 entry of this formula, charge and spin)   110.31 kJ/mol
Strongest force on any atom   2.9 eV Å⁻¹
Frontier orbital gap (spin up / spin down)   0.1850 / 0.1800 hartree
HOMO level (spin up / spin down)   -4.2813 / -4.1544 eV
Expectation value of S²   0.80

```
! RIJCOSX wB97M-V def2-TZVPD def2/J DEFGRID3
* xyz -1 2
Mn -0.01890 -0.06328 0.20357
N 4.30391 -1.62394 1.55302
C 2.97819 -1.29518 1.56762
S 2.48791 -0.12496 2.71301
N 2.21471 -1.98820 0.76804
N 0.91538 -1.79164 0.58411
C 0.20059 -2.82545 0.14225
C -1.13054 -2.59386 -0.23649
C -1.96763 -3.59201 -0.78089
C -3.23668 -3.28506 -1.17452
C -3.68511 -1.96204 -1.01705
C -2.82897 -1.02871 -0.48217
N -1.58270 -1.30068 -0.08589
H 4.92188 -0.96483 1.99744
H 4.64190 -2.08633 0.72298
H 0.66948 -3.79542 0.03892
H -1.56156 -4.58031 -0.90970
H -3.87736 -4.02929 -1.61632
H -4.67536 -1.67277 -1.32674
H -3.16706 -0.00477 -0.35671
O 3.09135 2.32844 -0.51662
C 2.36797 1.35589 -0.63733
O 1.48432 0.99686 0.22604
C 2.51121 0.45669 -1.85560
C 3.68517 0.49113 -2.57543
C 3.86973 -0.36223 -3.67113
C 2.86792 -1.25838 -4.03298
C 1.68284 -1.30345 -3.32399
C 1.44121 -0.41989 -2.21966
O 0.29786 -0.37492 -1.64609
N 0.71064 -2.27100 -3.70038
O 0.68517 -2.63064 -4.87259
O -0.03120 -2.72738 -2.83785
N 5.09064 -0.35115 -4.39470
O 5.23998 -1.17567 -5.29264
O 5.94252 0.47364 -4.08303
H 4.46956 1.17560 -2.28544
H 3.01827 -1.93691 -4.86022
Se -4.25986 4.71986 4.46126
N -3.71472 4.70257 2.75728
C -2.98445 3.61499 2.56448
C -2.37588 3.27640 1.31544
C -2.42204 4.08479 0.18832
C -1.77622 3.67695 -0.96794
C -1.13160 2.44010 -0.98398
N -1.08644 1.63633 0.05896
C -1.65880 2.04339 1.23480
C -1.49809 1.21157 2.35530
N -0.74796 0.07671 2.18787
C -0.57935 -0.71669 3.23022
C -1.10260 -0.44890 4.49370
C -1.84278 0.70392 4.69372
C -2.06734 1.55593 3.62150
C -2.82875 2.76378 3.70991
N -3.43549 3.17409 4.81395
H -2.95711 5.02014 0.23781
H -1.77017 4.29736 -1.84950
H -0.63747 2.08932 -1.88261
H 0.00347 -1.61368 3.07096
H -0.90578 -1.12963 5.30437
H -2.24780 0.96280 5.65934
*
```

=====

[5]
Here is the molecule C5H8O2 from the OMol25 dataset. Energies are from ωB97M-V/def2-TZVPD.

Molecular weight   100.12 g mol⁻¹
Relative energy (zero: lowest compared OMol25 entry of this formula, charge and spin)   137.16 kJ/mol
Strongest force on any atom   0.5 eV Å⁻¹
Frontier orbital gap   0.3893 hartree
HOMO level   -9.8904 eV
SMILES   C=C(CO)CC=O

```
! RIJCOSX wB97M-V def2-TZVPD def2/J DEFGRID3
* xyz 0 1
O 1.87717 -0.13753 1.55362
C 0.73610 -0.52481 1.67129
C -1.62118 0.79448 0.06295
C -0.56133 0.08301 -0.31463
C 0.27866 0.43218 -1.52105
O 1.57214 0.89061 -1.19577
C -0.06531 -1.08975 0.51776
H 1.90221 0.42155 -0.41263
H 0.20506 -0.42653 2.63911
H -1.93668 1.67617 -0.48841
H -2.20577 0.52855 0.94190
H 0.33081 -0.45461 -2.17734
H -0.20613 1.22902 -2.09389
H 0.59519 -1.73297 -0.07527
H -0.90095 -1.68937 0.89236
*
```

=====

[6]
Here is the molecule C15H15N3OS2 from the OMol25 dataset. Energies are from ωB97M-V/def2-TZVPD.

Molecular weight   317.44 g mol⁻¹
Relative energy (zero: lowest compared OMol25 entry of this formula, charge and spin)   61.32 kJ/mol
Strongest force on any atom   0.8 eV Å⁻¹
Frontier orbital gap   0.3121 hartree
HOMO level   -8.0917 eV
SMILES   CN(Cc1cccs1)C(=O)CSc1nc2ccccc2[nH]1

```
! RIJCOSX wB97M-V def2-TZVPD def2/J DEFGRID3
* xyz 0 1
C 0.70064 -0.10197 3.40337
N -0.21107 -0.97356 2.70372
C -1.20741 -0.57273 1.87933
O -1.89192 -1.36089 1.25795
C -1.46302 0.92105 1.76886
H -1.63837 1.38886 2.73649
H -2.30972 1.08035 1.10029
S -0.05122 1.77437 0.99005
C -0.62810 1.84261 -0.64900
N -1.84620 1.60512 -1.03053
C -1.84168 1.79803 -2.39039
C -2.87101 1.67682 -3.31492
C -2.57511 1.94410 -4.63599
C -1.29481 2.32232 -5.04152
C -0.25629 2.44687 -4.13826
C -0.54585 2.17920 -2.81261
N 0.21435 2.19561 -1.66579
H 1.18830 2.42953 -1.57709
H 0.73472 2.73927 -4.45166
H -1.11159 2.52193 -6.08675
H -3.35282 1.85926 -5.38040
H -3.85856 1.38323 -2.99886
C 0.16673 -2.38039 2.66784
C 1.32422 -2.59025 1.74762
C 1.31361 -2.54503 0.38793
C 2.59586 -2.71705 -0.18006
C 3.56328 -2.88333 0.75600
S 2.93145 -2.83118 2.35385
H 4.61417 -3.03864 0.61338
H 2.78453 -2.72120 -1.23872
H 0.41334 -2.39943 -0.18217
H 0.41145 -2.70971 3.68067
H -0.70380 -2.93117 2.30061
H 0.20855 0.81592 3.71388
H 1.56352 0.15916 2.78390
H 1.05929 -0.61908 4.29403
*
```